[1]
Here is C11H9BrN2 in the gas phase at a distorted geometry from the Open Molecules 2025 dataset. Energies are from ωB97M-V/def2-TZVPD.

Summary:
- highest occupied orbital energy (spin up / spin down) (eV) = -7.20 / -7.38
- energy above the lowest of the compared OMol25 structures with the same formula, charge and spin (kJ/mol) = 0.0
- molecular weight (g mol⁻¹) = 249.11
- SMILES = Br/C=C/C=c1/nccc2c1=CN=CC2
- HOMO-LUMO gap (spin up / spin down) (eV) = 5.980 / 6.448

Atoms and positions in Å:
H  -2.22658  0.50341  1.91224
H  2.52615  0.12074  0.26201
C  0.27371  -0.73328  -1.46611
C  -0.00082  -0.39241  -0.07246
H  1.17312  -1.89236  0.94885
Br  4.59809  -1.13707  0.86673
C  -1.29571  0.99430  1.59210
H  1.48545  -1.56462  -2.93974
C  -1.61442  0.37667  -2.14323
N  -0.65977  -0.43671  -2.42617
N  0.60985  -0.39349  2.23306
H  -1.46802  2.07091  1.67894
C  2.62663  -1.53005  -1.11353
C  0.62967  -0.96614  1.00444
C  2.99537  -0.78583  -0.07273
C  1.43439  -1.30600  -1.89342
C  -1.80382  0.99082  -0.87051
H  -2.31159  0.59622  -2.94256
H  -0.04431  1.08855  3.43280
H  3.24941  -2.35997  -1.42316
C  -0.18747  0.56703  2.49659
C  -1.02155  0.58858  0.16762
H  -2.60890  1.69553  -0.72742

[2]
Here is C4H9NO2 in the gas phase from the Open Molecules 2025 dataset. Energies are from ωB97M-V/def2-TZVPD.

Summary:
- highest occupied orbital energy (eV) = -9.67
- energy above the lowest of the compared OMol25 structures with the same formula, charge and spin (kJ/mol) = 37.0
- molecular weight (g mol⁻¹) = 103.12
- SMILES = C[C@@H](O)CC(N)=O
- HOMO-LUMO gap (eV) = 10.460

Atoms and positions in Å:
N  2.27521  0.38425  1.09554
H  3.21725  0.64201  0.83627
O  -0.23131  1.41211  -0.47620
H  -0.13482  -0.34116  1.48030
C  -2.11181  -0.12500  -0.42268
H  -0.40946  1.84026  -1.32224
H  1.70820  1.11358  1.50152
H  -0.04017  -1.77120  0.42391
C  0.17307  -0.70056  0.49164
C  -0.60712  0.04146  -0.58735
H  -2.65551  0.38397  -1.22610
H  -0.28066  -0.35650  -1.55882
H  -2.40003  -1.18168  -0.43888
C  1.66376  -0.51559  0.26629
O  2.26210  -1.13580  -0.59458
H  -2.42871  0.30983  0.53138